The following is a quantum chemistry calculation of a molecular structure, C26H32N3O7V, from the OMol25 dataset.

**2S+1**: 2
**Charge**: +1
**Energy relative to the best compared isomer or geometry (same formula, charge and spin)**: 0.971 eV
**Orbital gap (spin up / spin down)**: 7.5994 / 7.7103 eV

Each line ends with the Löwdin charge.
Cartesian coordinates (Å):
V -1.853 0.370 -1.065  0.98
O -3.268 2.086 -3.105  -0.15
O -3.339 0.022 -1.380  -0.23
O 0.069 1.238 -0.350  -0.23
O -2.149 2.986 -0.729  -0.17
O -2.205 0.878 0.912  -0.24
O 3.615 -0.160 3.676  -0.08
O -0.371 2.119 -2.963  -0.14
N 0.230 -5.022 1.358  0.09
N 1.159 -4.929 2.173  0.09
N 0.683 -1.368 -1.846  0.09
C -3.553 3.398 -2.665  -0.16
C 1.070 1.957 -1.086  -0.13
C -3.204 1.906 1.096  -0.10
C -2.034 -2.225 0.388  -0.08
C 0.152 1.524 1.045  -0.13
C -0.008 -2.025 -0.869  -0.22
C -1.559 -3.410 0.987  -0.02
C -2.383 1.905 -4.192  -0.15
C 0.925 1.690 -2.560  -0.15
C 1.738 -3.668 2.535  -0.27
C 3.069 -1.341 3.301  -0.29
C -1.115 1.218 -3.740  -0.19
C -2.721 3.228 0.550  -0.15
C 3.797 -2.458 2.905  0.00
C 2.428 -3.007 -1.677  -0.03
C -2.461 3.936 -1.761  -0.14
C 3.123 -3.621 2.557  -0.02
C 1.839 -1.848 -2.222  -0.13
C 0.503 -3.195 -0.263  -0.10
C -0.289 -3.836 0.728  -0.23
C 1.675 -1.411 3.358  -0.01
C 1.013 -2.557 2.970  -0.02
C -1.037 0.884 1.749  -0.10
C 5.033 -0.070 3.706  -0.07
C -1.267 -1.494 -0.490  -0.14
C 1.760 -3.678 -0.696  0.01
H -0.064 -2.596 3.040  0.11
H -1.962 3.669 1.204  0.13
H 1.682 2.273 -3.091  0.14
H -0.561 0.842 -4.607  0.15
H -0.832 -0.161 1.970  0.12
H -1.542 4.082 -2.323  0.12
H 4.877 -2.446 2.890  0.11
H -4.059 1.545 0.528  0.14
H -3.026 -1.879 0.654  0.11
H 5.262 0.940 4.031  0.09
H 2.060 1.643 -0.745  0.15
H -4.496 3.320 -2.121  0.14
H 5.460 -0.240 2.715  0.10
H 3.382 -3.353 -2.050  0.11
H -2.882 1.278 -4.933  0.14
H 3.674 -4.512 2.285  0.12
H 1.135 -0.557 3.747  0.12
H 1.073 1.095 1.450  0.14
H 2.360 -1.309 -3.011  0.11
H -1.261 1.412 2.677  0.15
H -3.707 4.083 -3.506  0.14
H -2.117 2.854 -4.667  0.14
H -1.375 0.279 -3.181  0.11
H 1.058 0.632 -2.770  0.09
H -3.560 3.926 0.500  0.14
H 5.456 -0.784 4.415  0.10
H -2.171 -3.957 1.694  0.12
H -3.462 1.962 2.154  0.15
H 2.170 -4.582 -0.266  0.12
H 0.937 3.023 -0.878  0.14
H -2.758 4.891 -1.323  0.14
H 0.182 2.608 1.182  0.13